1.
Molecular formula: C4H14N2O
Method: DFT, the ωB97M-V functional and the def2-TZVPD basis

energy relative to the best compared isomer or geometry (same formula, charge and spin): 12.362 eV
HOMO level: -0.559 Ha
LUMO energy: -13.65 eV
energy: -344.495635 Ha
orbital gap: 1.56 eV
charge: +2

Atoms and positions in Å:
C1 3.0946 3.2099 -0.9668
C2 2.1229 3.8494 -2.0547
C3 0.8221 4.3660 -1.3692
C4 -0.0401 5.8482 0.3322
N1 1.0731 5.3746 -0.4085
N2 3.2052 1.8097 -1.2339
H1 4.0127 3.7817 -0.8962
H2 2.5979 3.3889 0.0890
H3 2.5432 4.7456 -2.4577
H4 1.9673 3.0834 -2.8008
H5 0.1722 4.7077 -2.2291
H6 0.3693 3.4189 -0.9009
H7 -0.8214 6.0542 -0.4352
H8 0.1862 6.6609 0.9602
H9 -14.5660 -34.8655 9.5969
H10 -13.8552 -34.8912 9.7716
H11 1.9954 1.3554 -1.5720
H12 4.1156 1.4467 -0.8962
H13 0.6322 0.2781 -1.8521
H14 -0.6015 5.1992 1.0138
O1 0.9742 1.1782 -1.6903

2.
Molecular formula: C9H10AgCl5N2S4
Method: DFT, the ωB97M-V functional and the def2-TZVPD basis

HOMO level: -0.013 Ha
LUMO energy: 4.23 eV
energy: -4499.216148 Ha
orbital gap: 4.58 eV
charge: -2

Atoms and positions in Å:
Ag1 -1.0874 0.2333 -1.0839
N1 -0.5241 -0.3412 1.4610
C1 -0.8022 -1.5789 2.1587
C2 0.1376 -2.6982 1.7093
C3 -0.2150 -3.1937 0.3018
N2 0.1223 -2.2150 -0.7074
H1 0.3546 0.0630 1.7710
H2 -1.2804 0.3253 1.6286
H3 -1.8299 -1.8643 1.9261
H4 -0.7324 -1.4592 3.2598
H5 0.0686 -3.5333 2.4158
H6 1.1635 -2.3202 1.7154
H7 -1.2939 -3.3652 0.2558
H8 0.2890 -4.1687 0.1281
H9 -0.4349 -2.3649 -1.5464
H10 1.1048 -2.2601 -0.9517
S1 -3.2286 1.0663 0.5682
S2 -4.5297 -0.2083 -0.3220
S3 -3.5430 -1.9223 -0.9714
S4 -2.4057 -1.5118 -2.6136
Cl1 2.4202 -0.0924 -1.3787
C4 1.8743 1.5323 -1.1849
C5 0.5157 1.7893 -1.4046
C6 0.1960 3.1512 -1.2652
Cl2 -1.4363 3.6185 -1.5633
C7 1.1037 4.1401 -0.9265
Cl3 0.6230 5.7934 -0.7727
C8 2.4409 3.8113 -0.7235
Cl4 3.6071 5.0257 -0.3483
C9 2.8272 2.4836 -0.8641
Cl5 4.4956 2.0637 -0.6700

3.
Molecular formula: C2H3Cl2PS3
Method: DFT, the ωB97M-V functional and the def2-TZVPD basis

energy relative to the best compared isomer or geometry (same formula, charge and spin): 0.996 eV
HOMO level: -0.340 Ha
LUMO energy: -0.94 eV
energy: -2534.287496 Ha
orbital gap: 8.33 eV
charge: 0

Atoms and positions in Å:
C1 -0.5914 1.0838 -1.5837
C2 0.4196 1.3258 -0.8083
P1 -0.0207 -1.7576 0.8121
S1 0.9594 -3.2814 0.2702
S2 -1.7908 -1.2229 0.1685
S3 0.5416 -1.0052 2.6782
Cl1 0.6954 2.8446 0.0115
Cl2 1.5182 0.0612 -0.3646
H1 -1.2867 1.7777 -2.0053
H2 -0.5074 -0.0846 -1.8345
H3 0.0627 0.2586 2.6558

4.
Molecular formula: C2H5FS2
Method: DFT, the ωB97M-V functional and the def2-TZVPD basis

energy relative to the best compared isomer or geometry (same formula, charge and spin): 2.925 eV
HOMO level (spin up / spin down): -0.320 / -0.318 Ha
LUMO energy (spin up / spin down): -1.56 / 0.32 eV
energy: -975.321923 Ha
orbital gap (spin up / spin down): 7.16 / 8.99 eV
charge: 0

Atoms and positions in Å:
C1 1.7978 -0.6080 -0.4017
C2 -2.2615 0.4466 0.0536
F1 -2.4482 -0.8960 0.2227
S1 1.7401 1.1639 0.0689
S2 0.6580 1.0817 1.7330
H1 2.7029 -1.2175 -0.3084
H2 1.3569 -0.7606 -1.3004
H3 1.1493 -1.0044 0.3708
H4 -1.7448 0.6931 -0.8701
H5 -2.9505 1.1013 0.4317

5.
Molecular formula: C9H14O
Method: DFT, the ωB97M-V functional and the def2-TZVPD basis

energy relative to the best compared isomer or geometry (same formula, charge and spin): 1.191 eV
HOMO level: -0.317 Ha
LUMO energy: 0.85 eV
energy: -426.529000 Ha
orbital gap: 9.48 eV
charge: 0

Atoms and positions in Å:
C1 1.8049 -0.8294 2.0368
C2 1.2873 0.0819 0.9573
C3 1.0818 -0.3242 -0.3571
C4 0.5034 0.6019 -1.2468
C5 -0.1186 1.7634 -0.8719
O1 -0.3897 2.7536 -1.7808
C6 0.1240 2.1221 0.4680
C7 0.8620 1.3725 1.3479
H1 2.7629 -0.5077 2.4596
H2 2.0873 -1.8358 1.6926
H3 1.0685 -0.9420 2.8295
H4 1.4205 -1.3105 -0.6637
H5 0.5117 0.2028 -2.2459
H6 -1.2545 3.1312 -1.6606
H7 -0.2721 3.1249 0.6847
H8 1.1393 1.8764 2.2641
C8 -1.7800 -2.4867 0.1884
C9 -2.4161 -3.5229 -0.7235
H9 -2.1677 -1.5257 -0.1674
H10 -1.8582 -2.7566 1.2460
H11 -0.7007 -2.5735 0.0506
H12 -2.0642 -4.5414 -0.6512
H13 -2.3506 -3.2371 -1.8066
H14 -3.5140 -3.5284 -0.7484

6.
Molecular formula: C5H13ClNOP
Method: DFT, the ωB97M-V functional and the def2-TZVPD basis

energy relative to the best compared isomer or geometry (same formula, charge and spin): 2.587 eV
HOMO level: -0.324 Ha
LUMO energy: 0.87 eV
energy: -1129.814749 Ha
orbital gap: 9.70 eV
charge: 0

Atoms and positions in Å:
C1 2.7501 -0.4598 -2.0224
C2 2.3858 -0.4657 -0.5106
C3 1.9218 -1.7867 0.2308
P1 0.9732 0.7827 -0.0886
O1 -0.2077 0.1974 -1.0358
Cl1 1.5491 2.3493 -1.2518
H1 2.1504 -0.9990 -2.7244
H2 2.7215 0.5479 -2.4089
H3 3.7433 -0.8581 -1.9944
H4 3.1581 0.0499 0.0111
H5 2.8300 -2.3910 0.6661
H6 1.2461 -2.3153 -0.4580
H7 1.2610 -1.5874 1.0064
H8 -1.0445 0.2283 -0.4147
C4 -4.0703 1.6369 0.8259
N1 -3.2892 0.6425 0.6319
C5 -2.4455 0.2186 1.6794
H9 -4.7237 1.9062 0.0755
H10 -4.3029 2.1693 1.7947
H11 -2.1676 -0.9419 1.6225
H12 -1.5825 0.7877 1.6316
H13 -2.8565 0.2883 2.7339

7.
Molecular formula: H4N2O2S3
Method: DFT, the ωB97M-V functional and the def2-TZVPD basis

energy relative to the best compared isomer or geometry (same formula, charge and spin): 0.758 eV
HOMO level: -0.331 Ha
LUMO energy: 0.06 eV
energy: -1456.879974 Ha
orbital gap: 9.07 eV
charge: 0

Atoms and positions in Å:
N1 -2.1402 -0.1439 -1.2408
N2 0.0874 0.2251 0.3994
O1 2.9735 -0.7058 1.2610
O2 3.9184 -0.0266 -0.9341
S1 -0.6374 -0.9435 -0.5348
S2 1.3816 1.1619 -0.3151
S3 2.7041 -0.5540 -0.3418
H1 -2.3133 -0.3854 -2.2529
H2 -2.9520 -0.3633 -0.6537
H3 3.9427 -0.8569 1.3839
H4 0.3446 0.0180 1.4103

8.
Molecular formula: C3H5N3O
Method: DFT, the ωB97M-V functional and the def2-TZVPD basis

energy relative to the best compared isomer or geometry (same formula, charge and spin): 7.274 eV
HOMO level (spin up / spin down): -0.335 / -0.334 Ha
LUMO energy (spin up / spin down): 0.12 / -0.01 eV
energy: -356.590048 Ha
orbital gap (spin up / spin down): 9.23 / 9.09 eV
charge: 0

Atoms and positions in Å:
C1 0.8264 -1.0571 -0.0171
C2 2.2355 -0.7031 -0.0530
C3 0.2586 0.1263 -0.0448
N1 2.3714 0.5985 0.0847
N2 1.1342 1.1270 -0.0719
N3 -2.8363 0.2494 -0.0197
O1 -1.8602 1.0595 0.1501
H1 0.4438 -2.1244 -0.0793
H2 3.1669 -1.2365 -0.2116
H3 0.8219 1.9492 0.2931
H4 -3.2597 0.3059 -0.8671
H5 -3.3026 -0.2945 0.8366

Question: Which value of charge does entry 7 give?
Answer: 0